[1]
{
  "formula": "C5H14",
  "method": "ωB97M-V/def2-TZVPD",
  "total_charge": 0,
  "spin_multiplicity": 1,
  "smiles": "CCC.CC",
  "species": ["C", "C", "C", "C", "C", "H", "H", "H", "H", "H", "H", "H", "H", "H", "H", "H", "H", "H", "H"],
  "xyz": [[2.3397, -1.9523, 0.6922], [1.7251, -0.5723, 0.6300], [-1.5516, 0.7168, 0.7729], [-1.0732, 0.9310, -1.7585], [-1.9398, 1.3436, -0.5876], [-0.0241, 0.8611, -1.4769], [3.4327, -2.0184, 0.6883], [2.1620, -2.4256, 1.6843], [-1.4026, -0.0331, -2.1782], [1.9465, -0.0936, 1.5991], [-1.8287, 2.4115, -0.4456], [0.6233, -0.6091, 0.7416], [-2.9987, 1.1002, -0.7213], [1.9801, -0.1011, -0.3254], [-1.6370, 1.4644, 1.5677], [-1.1918, 1.5774, -2.6306], [-2.1156, -0.2116, 0.9301], [-0.5067, 0.3603, 0.7899], [2.0604, -2.7490, 0.0280]],
  "atomic_forces_ev_per_a": [[0.82, -1.49, 1.93], [-0.83, -0.87, 0.54], [0.69, -0.53, -0.53], [-0.61, -0.82, -0.78], [0.17, 0.00, 0.96], [0.02, 0.07, -0.10], [0.07, 0.75, -0.34], [-0.30, 0.42, -0.34], [0.33, -0.07, 0.44], [0.68, 0.62, -0.90], [-0.27, 0.36, -0.18], [0.93, -0.66, -0.67], [0.13, 0.35, -0.41], [0.03, 0.58, 0.66], [-0.38, -0.49, 0.09], [0.17, 0.38, 0.25], [-0.18, 0.43, 0.43], [-0.78, 0.82, -0.13], [-0.69, 0.15, -0.90]]
}



[2]
{
  "formula": "C5H14",
  "method": "ωB97M-V/def2-TZVPD",
  "total_charge": 0,
  "spin_multiplicity": 1,
  "smiles": "CCC.CC",
  "species": ["C", "C", "C", "C", "C", "H", "H", "H", "H", "H", "H", "H", "H", "H", "H", "H", "H", "H", "H"],
  "xyz": [[1.8585, 0.5303, -0.9439], [-1.7010, 0.4886, 0.3307], [3.1169, 1.4517, -1.0594], [-2.4122, -0.8241, 0.6554], [-1.5128, -1.8843, 1.1910], [-2.4462, 1.2609, 0.1098], [-3.2230, -0.5486, 1.3423], [1.2638, 0.8773, -0.1105], [-3.0161, -1.1594, -0.1956], [2.2597, -0.4699, -0.7981], [-0.8271, -1.4945, 1.9516], [3.0600, 2.3070, -1.7302], [-0.8421, -2.2760, 0.4235], [3.3761, 1.7301, -0.0433], [-1.1044, 0.9452, 1.1257], [3.9102, 0.8493, -1.5088], [1.3092, 0.4649, -1.8831], [-1.0176, 0.4606, -0.5170], [-2.0520, -2.7089, 1.6598]],
  "atomic_forces_ev_per_a": [[1.30, 0.58, -0.76], [-0.17, 0.78, -0.44], [-0.32, -1.05, -0.41], [-0.88, 1.21, 0.00], [0.78, -0.57, 0.49], [0.02, -0.11, -0.19], [0.33, -0.26, 0.45], [-0.43, -0.29, -0.04], [0.50, -0.10, -0.25], [-0.35, -0.16, 0.52], [-0.23, 0.14, 0.06], [-0.52, 0.24, 0.33], [-0.18, -0.14, -0.14], [0.43, 0.32, -0.11], [-0.11, -0.54, 0.40], [0.22, 0.08, 0.32], [-0.27, 0.28, 0.15], [-0.11, -0.34, -0.18], [-0.01, -0.07, -0.19]]
}



[3]
{
  "formula": "C5H14",
  "method": "ωB97M-V/def2-TZVPD",
  "total_charge": 0,
  "spin_multiplicity": 1,
  "smiles": "CCC.CC",
  "species": ["C", "C", "C", "C", "C", "H", "H", "H", "H", "H", "H", "H", "H", "H", "H", "H", "H", "H", "H"],
  "xyz": [[3.0102, 0.7154, 1.6962], [2.1506, -0.4140, 1.0069], [-1.6583, -0.8008, -2.1213], [-2.4917, 0.6622, -0.0890], [-1.3769, -0.2005, -0.7046], [-1.1314, -1.0036, -0.0194], [3.9841, 0.2522, 1.8365], [1.1067, -0.1858, 1.1823], [2.2963, -1.3708, 1.5191], [-0.8043, -1.4738, -2.3016], [2.3569, -0.5025, -0.0558], [-2.6691, -1.1815, -2.0178], [-3.3498, 0.0352, 0.1548], [-1.4335, -0.1526, -2.9610], [-2.8747, 1.3501, -0.8440], [2.9418, 1.5817, 1.0654], [-0.4855, 0.4419, -0.7638], [2.5932, 1.0074, 2.6450], [-2.1647, 1.2397, 0.7721]],
  "atomic_forces_ev_per_a": [[-0.92, -1.87, -0.85], [0.08, 0.66, 1.41], [1.50, 0.42, 1.60], [-0.24, -0.49, -1.01], [0.47, 1.15, -0.52], [0.05, -0.25, 0.09], [0.38, 0.83, -0.05], [-0.36, 0.07, -0.42], [0.23, 0.04, -0.28], [-0.95, -0.90, 0.28], [0.02, -0.05, 0.00], [0.10, -0.61, -1.01], [-0.02, -0.01, 0.35], [-1.01, 0.86, 0.07], [0.12, 0.25, 0.01], [0.70, 0.46, -0.30], [-0.02, -0.28, 0.02], [-0.11, -0.15, 0.49], [-0.01, -0.14, 0.11]]
}



[4]
{
  "formula": "C5H14",
  "method": "ωB97M-V/def2-TZVPD",
  "total_charge": 0,
  "spin_multiplicity": 1,
  "smiles": "CCC.CC",
  "species": ["C", "C", "C", "C", "C", "H", "H", "H", "H", "H", "H", "H", "H", "H", "H", "H", "H", "H", "H"],
  "xyz": [[-0.1365, 2.5096, -0.6092], [-0.0842, 2.0471, 0.8581], [0.3706, -2.7519, 0.2467], [0.6984, 1.5087, -1.4310], [-0.9468, -2.6211, 0.9679], [-1.3019, -3.5566, 1.4046], [-1.1308, 2.5719, -1.0416], [0.0613, 0.6741, -1.7794], [0.8183, 1.4712, 1.0431], [1.1691, -3.4696, 0.4738], [0.2944, 3.4998, -0.7573], [1.5360, 0.9344, -1.0444], [-0.9485, -1.8295, 1.7051], [0.3070, -2.9172, -0.8357], [-1.6937, -2.4198, 0.1992], [-0.9609, 1.4704, 1.1592], [0.9227, 1.9436, -2.4102], [-0.0647, 2.8437, 1.6074], [1.0901, -1.9088, 0.2438]],
  "atomic_forces_ev_per_a": [[1.43, -0.73, 0.40], [-0.61, 0.64, 0.54], [2.78, 0.28, -1.51], [-1.57, -0.77, -2.08], [-0.20, -0.52, -0.55], [0.32, 0.05, 0.25], [-0.21, -0.16, 0.22], [-0.21, 0.15, 0.42], [-0.03, -0.20, -0.03], [-0.93, -0.79, 0.93], [0.10, 0.07, 0.34], [0.37, 0.87, 0.59], [-0.07, 0.05, 0.18], [-0.68, -0.05, 0.09], [-0.14, 0.42, 0.20], [0.12, -0.34, -0.28], [0.60, 0.13, 0.19], [0.02, 0.30, -0.31], [-1.08, 0.59, 0.39]]
}



Relative energy (zero: lowest compared OMol25 entry of this formula, charge and spin): 0.853, 0.376, 0.620, 0.915 (eV)
Total energy: -5411.1962, -5411.6735, -5411.4299, -5411.1345 (eV)
Strongest force on any atom: 0.05007, 0.03146, 0.04369, 0.06173 (hartree/bohr)